This record from the Open Molecules 2025 dataset describes a molecular structure, C5H9NO. The level of theory is the ωB97M-V functional and the def2-TZVPD basis.

Atoms and positions in Å:
C  -0.63119  -0.43234  -1.65288
C  -1.23352  0.12531  0.34251
O  -1.61517  -1.03820  0.89638
C  0.10727  0.66192  0.82576
C  1.30442  -0.30574  0.88674
C  0.45982  1.85623  0.04613
N  0.75261  2.77610  -0.58884
H  0.14608  0.24804  -2.00151
H  -1.42441  -0.54621  -2.39780
H  -0.24961  -1.40692  -1.35379
H  -1.46557  0.24959  -0.83173
H  -0.86686  -1.54701  1.25536
H  -0.11096  1.00776  1.84674
H  2.16052  0.17104  1.37096
H  1.60485  -0.61871  -0.11647
H  1.06171  -1.20087  1.47247

Calculated values
Maximum force   1.0 eV/A
HOMO-LUMO gap   8.75 eV
Energy above the lowest of the compared OMol25 structures with the same formula, charge and spin   112.8 kcal/mol
DFT total energy   -325.7578 hartree
2S+1   1